One molecule with the formula C3H2ClF at a distorted geometry, computed with ωB97M-V/def2-TZVPD.

Positions of all 7 atoms, in Å:
Cl1 -2.266 -0.455 -0.252
F1 -0.686 1.415 -0.341
C1 0.312 -0.453 -0.023
C2 1.636 -0.485 -0.195
C3 -0.799 0.257 0.297
H1 -0.933 0.465 1.326
H2 2.736 -0.744 -0.811

2S+1 = 1
structure (SMILES) = C#C[C@@H](F)Cl
lowest unoccupied orbital energy = 0.318 eV
HOMO level = -10.5 eV
energy relative to the best compared isomer or geometry (same formula, charge and spin) = 47.8 kcal per mole